Record 1
# C3H11O3

A 3-piece molecular cluster, C3H11O3 overall in a non-equilibrium geometry (the ωB97M-V functional and the def2-TZVPD basis, OMol25).

Results
- total energy (Eh) = -346.64657
- maximum force (eV/Å) = 1.49
- total charge = -1
- Kohn-Sham gap (eV) = 7.788
- energy above the lowest of the compared OMol25 structures with the same formula, charge and spin (kJ/mol) = 15.4

Positions of all 17 atoms, in Å:
O  -2.1619  -1.0476  1.8378
O  0.8663  -2.4222  -1.0896
O  0.2950  -0.6617  0.7943
C  0.5423  2.5562  -1.1678
C  0.6643  1.0696  -0.8798
C  0.1319  0.6586  0.5207
H  0.9653  2.7503  -2.1543
H  -0.4867  2.9319  -1.2063
H  -1.1949  -0.9730  1.6004
H  0.1652  0.4746  -1.6493
H  1.7129  0.7763  -0.9682
H  0.6416  1.3464  1.2199
H  0.5757  -1.8730  -0.3027
H  0.0482  -2.5077  -1.5873
H  -0.9408  0.9769  0.4468
H  -2.4695  -0.1645  1.6012
H  1.0391  3.1982  -0.4411

Record 2
# C5H3NO3V

C5H3NO3V as an isolated structure in a non-equilibrium geometry (the ωB97M-V functional and the def2-TZVPD basis, OMol25).

Results
- total energy (Eh) = -1415.99195
- maximum force (eV/Å) = 12.03
- total charge = +2
- spin multiplicity = 4
- Kohn-Sham gap (spin up / spin down) (eV) = 8.110 / 9.022
- energy above the lowest of the compared OMol25 structures with the same formula, charge and spin (kJ/mol) = 0.6

Positions of all 13 atoms, in Å:
V  -0.0008  -0.6896  -1.1902
O  -2.4539  -1.6979  -2.5427
O  2.4516  -1.6998  -2.5429
O  0.0004  3.8372  -2.9608
N  -0.0005  -0.4417  0.5449
C  0.0003  2.7691  -2.6461
C  -0.0018  -0.0173  3.2064
C  0.0003  -0.2686  1.7085
C  -1.5860  -0.9507  -2.1795
C  1.5842  -0.9521  -2.1794
H  -0.8618  -0.4579  3.6673
H  0.8668  -0.4593  3.6662
H  0.0011  1.0284  3.4481

Record 3
# C6H13N

One molecule with the formula C6H13N in a non-equilibrium geometry (the ωB97M-V functional and the def2-TZVPD basis, OMol25).

Results
- total energy (Eh) = -291.09831
- maximum force (eV/Å) = 5.12
- Kohn-Sham gap (eV) = 8.482
- energy above the lowest of the compared OMol25 structures with the same formula, charge and spin (kJ/mol) = 158.7

Positions of all 20 atoms, in Å:
N  -1.6659  -0.2903  0.9611
C  1.3818  -0.7819  1.8121
C  1.0597  0.4240  0.9708
C  0.9705  0.8428  -1.5610
C  -1.7107  -0.4835  -1.5148
C  -0.9315  -0.1482  -0.2791
C  0.3250  0.4125  -0.3187
H  -1.4482  0.1221  -2.3623
H  -2.7302  -0.4311  0.8303
H  2.0645  0.8637  0.6569
H  1.4951  1.7537  -1.1913
H  0.5600  1.1996  1.6066
H  1.7974  -0.5863  2.8445
H  0.5062  0.8221  -2.4517
H  -1.6147  0.4568  1.7056
H  1.7972  0.2538  -1.8222
H  -2.7357  -0.2020  -1.2018
H  2.1298  -1.3418  1.2791
H  -1.6944  -1.4576  -1.8780
H  0.4439  -1.4285  1.9140